Entry 1:
Computed, not measured: C3H4Cl2S in the gas phase at a distorted geometry, with wB97M-V/def2-TZVPD.

Geometry as ORCA input:
```
! RIJCOSX wB97M-V def2-TZVPD def2/J DEFGRID3
* xyz 0 3
H 0.3649 -1.1410 1.5826
Cl -2.1430 -0.9685 -0.7590
H -1.5614 1.7365 -0.8098
H -0.3010 2.0054 0.4453
S 2.0120 -0.0045 0.4556
C 0.5344 -0.9309 0.5479
C -0.9260 0.0220 -0.0981
C -0.7998 1.3073 -0.1456
Cl 0.6980 -2.4841 -0.3859
H 2.1220 0.4578 -0.8329
*
```

For the largest force on an atom, the calculation gives 6.4 eV Å⁻¹. The value obtained for the energy above the lowest of the compared OMol25 structures with the same formula, charge and spin is 85.61 kcal/mol. As for the calculated total energy: -39048.44870 eV. The calculation puts the HOMO-LUMO gap (spin up / spin down) at 4.745 / 4.802 eV.

=====

Entry 2:
Computed, not measured: 2 unconnected molecules or ions with the total composition C3H4Cl3NS at a distorted geometry, with wB97M-V/def2-TZVPD.

Geometry as ORCA input:
```
! RIJCOSX wB97M-V def2-TZVPD def2/J DEFGRID3
* xyz 0 1
H 0.1939 0.2438 -0.4292
C -0.3995 0.2670 0.4922
H 2.2991 -0.4199 0.4017
Cl -2.6803 1.4631 0.9704
Cl -1.1436 2.4029 -1.2094
C -1.5374 0.9629 -0.1299
S 2.1931 -2.4775 -0.6788
H 0.3786 -0.4885 2.0564
C 1.9327 -0.9210 -0.5445
Cl -2.1856 -0.3514 -1.2575
H 1.3817 -0.6586 -1.3727
N -0.4327 -0.0227 1.7011
*
```

For the largest force on an atom, the calculation gives 3.2 eV Å⁻¹. The value obtained for the energy above the lowest of the compared OMol25 structures with the same formula, charge and spin is 53.69 kcal/mol. As for the calculated total energy: -53065.19493 eV. The calculation puts the HOMO-LUMO gap at 8.505 eV.

=====

Entry 3:
Computed, not measured: 3 unconnected molecules or ions with the total composition C3H4Cl8 at a distorted geometry, with wB97M-V/def2-TZVPD.

Geometry as ORCA input:
```
! RIJCOSX wB97M-V def2-TZVPD def2/J DEFGRID3
* xyz 0 1
Cl 2.5709 2.6317 -0.6080
Cl 1.7569 -4.1960 4.3454
Cl -5.0015 -0.9046 -1.9740
Cl 1.7125 5.3171 -0.3451
C 2.5380 4.1889 -1.4361
Cl -0.7033 -4.0603 2.7227
Cl -3.6704 0.6612 0.0795
Cl 4.1746 4.6688 -1.8483
C -3.4828 -0.0811 -1.5093
H 2.0065 4.1956 -2.3877
H 1.5901 -3.4283 2.1528
C 1.1019 -4.2274 2.7106
H 1.1806 -5.2300 2.2902
Cl -3.1197 1.2536 -2.6908
H -2.6542 -0.7892 -1.5018
*
```

For the largest force on an atom, the calculation gives 1.1 eV Å⁻¹. The value obtained for the energy above the lowest of the compared OMol25 structures with the same formula, charge and spin is 9.49 kcal/mol. As for the calculated total energy: -103354.73113 eV. The calculation puts the HOMO-LUMO gap at 11.415 eV.

=====

Entry 4:
Computed, not measured: C3H4ClF2N in the gas phase at a distorted geometry, with wB97M-V/def2-TZVPD.

Geometry as ORCA input:
```
! RIJCOSX wB97M-V def2-TZVPD def2/J DEFGRID3
* xyz 0 1
H -0.9869 -1.4151 -0.1580
Cl 1.8354 -0.1548 2.2009
H -0.2570 -1.8013 1.4732
C -0.4916 0.5770 -1.3315
H 1.4340 1.1041 -0.5674
C 0.4004 0.9856 -0.2363
C -0.3356 -1.1025 0.6511
F -1.8143 0.5332 -1.0395
F -0.1882 -0.5888 -1.9475
H 0.0605 1.9164 0.2210
N 0.3434 -0.0538 0.7340
*
```

For the largest force on an atom, the calculation gives 1.6 eV Å⁻¹. The value obtained for the energy above the lowest of the compared OMol25 structures with the same formula, charge and spin is 38.40 kcal/mol. As for the calculated total energy: -22619.20796 eV. The calculation puts the HOMO-LUMO gap (spin up / spin down) at 8.840 / 7.758 eV.

=====

Entry 5:
Computed, not measured: C3H4ClFO in the gas phase at a distorted geometry, with wB97M-V/def2-TZVPD.

Geometry as ORCA input:
```
! RIJCOSX wB97M-V def2-TZVPD def2/J DEFGRID3
* xyz 0 1
O -0.4810 0.6121 0.2157
F 0.4024 -0.8357 -2.9400
H -0.6894 -0.6217 2.0883
H -0.5928 0.9159 2.3215
H 0.8018 -0.0956 1.7097
C -0.2032 0.1761 1.5918
C -0.0283 -0.4454 -0.6118
C 0.6482 -0.0506 -1.8194
Cl 0.6550 1.7345 -2.1632
H -0.5126 -1.3895 -0.3926
*
```

For the largest force on an atom, the calculation gives 4.9 eV Å⁻¹. The value obtained for the energy above the lowest of the compared OMol25 structures with the same formula, charge and spin is 62.73 kcal/mol. As for the calculated total energy: -20459.99606 eV. The calculation puts the HOMO-LUMO gap at 9.208 eV.

=====

Entry 6:
Computed, not measured: C3H4ClFO in the gas phase at a distorted geometry, with wB97M-V/def2-TZVPD.

Geometry as ORCA input:
```
! RIJCOSX wB97M-V def2-TZVPD def2/J DEFGRID3
* xyz 0 1
Cl -2.3297 -0.0681 0.0037
F -0.3035 1.7139 -0.1708
H 0.6884 0.6060 1.9423
H 0.0087 -1.5067 -1.1424
C -0.7228 0.4291 -0.1081
C 0.3514 -0.0426 1.0788
H 0.5013 0.4409 -2.0277
O 1.4334 -0.1771 -0.0355
H 0.0428 -1.0256 1.4902
C 0.3302 -0.3697 -1.0306
*
```

For the largest force on an atom, the calculation gives 7.3 eV Å⁻¹. The value obtained for the energy above the lowest of the compared OMol25 structures with the same formula, charge and spin is 63.10 kcal/mol. As for the calculated total energy: -20459.98038 eV. The calculation puts the HOMO-LUMO gap at 11.028 eV.

=====

Entry 7:
Computed, not measured: C3H4ClFS in the gas phase at a distorted geometry, with wB97M-V/def2-TZVPD.

Geometry as ORCA input:
```
! RIJCOSX wB97M-V def2-TZVPD def2/J DEFGRID3
* xyz 0 1
C 0.8608 -0.9398 0.2466
H -0.1467 1.8467 -0.7080
Cl 2.3580 -0.3983 -0.8853
S -1.6882 -1.2193 -0.8786
F 0.8295 -2.1974 0.2080
C -0.7726 1.0438 -0.0528
C -0.5206 -0.3832 -0.2800
H 1.3409 -0.3426 1.1760
H -0.4589 1.3533 1.0117
H -1.8020 1.2367 0.1625
*
```

For the largest force on an atom, the calculation gives 5.4 eV Å⁻¹. The value obtained for the energy above the lowest of the compared OMol25 structures with the same formula, charge and spin is 39.84 kcal/mol. As for the calculated total energy: -29248.86958 eV. The calculation puts the HOMO-LUMO gap at 8.323 eV.

=====

Entry 8:
Computed, not measured: C3H4ClN in the gas phase at a distorted geometry, with wB97M-V/def2-TZVPD.

Geometry as ORCA input:
```
! RIJCOSX wB97M-V def2-TZVPD def2/J DEFGRID3
* xyz 0 1
C -1.0943 0.1877 0.3403
H -0.9138 0.3948 1.4618
H 0.6305 0.0586 -1.2743
C 0.4682 0.3018 -0.1686
N 2.1727 -1.5764 0.1143
H 0.7333 1.3578 -0.1617
C 1.5299 -0.5544 0.0990
Cl -2.0491 -1.1321 -0.0370
H -1.4772 0.9621 -0.3738
*
```

For the largest force on an atom, the calculation gives 8.6 eV Å⁻¹. The value obtained for the energy above the lowest of the compared OMol25 structures with the same formula, charge and spin is 32.87 kcal/mol. As for the calculated total energy: -17186.30928 eV. The calculation puts the HOMO-LUMO gap at 11.349 eV.